P | Below is a cluster of 2 separate species, C6H11N3 in total, with properties calculated with ωB97M-V with the def2-TZVPD basis set.

Computed properties:
Orbital gap (Eh): 0.366
SMILES string: [H]/N=C(/N)C=C=C.[H]/N=C\C

CARTESIAN COORDINATES (ANGSTROEM)
C1 1.7242 -0.9938 0.6787
C2 -0.1162 1.4332 -0.3343
C3 0.7374 -1.0947 -0.4439
N1 -0.5813 1.4574 -1.6182
N2 0.9764 2.0017 -0.0202
N3 0.9440 -1.0183 -1.6833
H1 0.1305 1.6535 -2.3079
H2 -1.1812 0.6873 -1.8760
H3 1.1628 2.0292 0.9774
H4 1.8826 -0.6851 -1.9235
H5 2.5343 -0.3087 0.4200
H6 1.2324 -0.6343 1.5757
H7 2.1394 -1.9833 0.8926
C4 -2.0204 -1.1930 0.8381
C5 -1.8689 0.1237 0.9141
C6 -1.3143 1.2649 0.7431
H8 -2.9109 -1.6029 0.3829
H9 -1.6137 -1.8405 1.6049
H10 -0.3395 -1.4794 -0.0928
H11 -1.5177 2.1829 1.2724

Q | Below is an isolated molecule of C6H11N3, with properties calculated with ωB97M-V with the def2-TZVPD basis set.

Computed properties:
Orbital gap (Eh): 0.354
SMILES string: CNC1=NCC[C@@H]2CN12

CARTESIAN COORDINATES (ANGSTROEM)
C1 0.1362 2.8919 -0.3629
C2 0.1051 0.4446 0.5296
C3 -0.3709 -1.5435 1.6200
C4 0.1089 -2.2947 0.3350
C5 -0.5374 -1.4412 -0.9050
C6 0.1586 -0.3769 -1.6913
H1 0.5722 3.7902 -0.1175
H2 -0.0282 2.8795 -1.5450
H3 -0.9222 3.2111 0.0371
H4 1.2723 2.1145 1.1205
H5 -1.3970 -1.6833 1.8005
H6 -0.0385 -2.0987 2.5322
H7 -0.1965 -3.3683 0.3186
H8 1.3483 -2.0403 0.4525
H9 -1.4737 -1.6406 -1.2601
H10 -0.4310 -0.1658 -2.6423
H11 1.2792 -0.1997 -1.6132
N1 0.7765 1.7092 0.3485
N2 0.3516 -0.2595 1.6006
N3 -0.7135 0.0715 -0.5579

R | Below is an isolated molecule of C6H11N3, with properties calculated with ωB97M-V with the def2-TZVPD basis set.

Computed properties:
Orbital gap (Eh): 0.334
SMILES string: CN1C=N[C@@H]2CC[C@H]2N1

CARTESIAN COORDINATES (ANGSTROEM)
C1 -2.9022 -0.4263 0.2746
C2 0.7685 -0.7548 -0.3320
C3 2.1963 -1.0953 0.0911
C4 2.5152 0.4518 0.0463
C5 1.0667 0.7156 0.2993
C6 -1.1210 1.1889 -0.2420
H1 -3.3447 -1.2783 -0.3506
H2 -2.9517 -0.8288 1.2893
H3 -3.5373 0.4804 0.3071
H4 -0.8042 -1.9993 -0.4707
H5 0.6916 -0.6768 -1.3687
H6 2.6474 -1.8196 -0.6849
H7 2.2865 -1.3832 1.1084
H8 2.8456 0.7203 -0.9115
H9 3.1687 0.8716 0.7407
H10 0.9345 0.6700 1.3770
H11 -1.7680 2.0000 -0.3843
N1 -1.6162 -0.1135 -0.2843
N2 -0.6219 -1.1758 0.1114
N3 0.0511 1.6842 -0.0379

S | Below is an isolated molecule of C6H11N3, with properties calculated with ωB97M-V with the def2-TZVPD basis set.

Computed properties:
Orbital gap (Eh): 0.327
SMILES string: C=C[C@H]1CNN(C)C=N1

CARTESIAN COORDINATES (ANGSTROEM)
C1 -0.5485 2.1510 -1.6243
C2 1.1636 0.0351 0.8477
C3 0.0261 -0.9862 1.1450
C4 0.0374 -2.1897 0.2175
C5 0.8224 -2.4213 -0.8263
C6 -1.3186 0.8158 0.3226
H1 -0.3765 1.5361 -2.5601
H2 -1.6111 2.4787 -1.4477
H3 0.0671 3.0451 -1.6604
H4 1.6835 1.6031 -0.2638
H5 1.3219 0.6338 1.6974
H6 2.1614 -0.4329 0.7298
H7 0.0942 -1.2536 2.1964
H8 -0.7373 -2.9199 0.4307
H9 0.8499 -3.3468 -1.4288
H10 1.7368 -1.7238 -0.9322
H11 -2.2783 1.4777 0.3356
N1 -0.2939 1.4694 -0.3466
N2 0.9410 0.8221 -0.3811
N3 -1.2193 -0.2237 1.0719

Relative energy of each structure, in eV: P 0.486; Q 0.633; R 0.912; S 0.000.